{
  "formula": "C4H13NOS",
  "method": "the ωB97M-V functional and the def2-TZVPD basis",
  "species": ["C", "S", "C", "C", "C", "N", "H", "H", "H", "H", "H", "H", "H", "H", "H", "H", "H", "O", "H", "H"],
  "positions_angstrom": [[-0.6885, -1.9840, -2.4135], [-1.5000, -0.7640, -1.3688], [-0.3689, -0.7496, -0.0065], [-0.4470, 0.6116, 0.5773], [0.3585, 0.6052, 1.9466], [0.4265, 1.9358, 2.5194], [-0.0958, -2.7070, -1.8283], [-0.0057, -1.4184, -3.0695], [-1.4008, -2.5419, -3.0444], [-0.7232, -1.4193, 0.8006], [0.6766, -1.0282, -0.2404], [-0.0032, 1.4039, -0.0557], [-1.5142, 0.8623, 0.7314], [1.3895, 0.2086, 1.8752], [-0.1650, 0.0407, 2.7420], [0.8565, 1.8864, 3.4496], [-0.5242, 2.2936, 2.6640], [1.4808, 0.7444, -1.4895], [1.0988, 0.3490, -2.3055], [1.1493, 1.6709, -1.4841]],
  "atomic_forces_ev_per_a": [[0.452, -0.196, -0.642], [-0.424, -0.565, -0.638], [0.344, -0.787, 0.957], [1.174, 1.182, 1.986], [-1.164, 0.037, 0.336], [0.139, 1.267, 0.322], [-0.388, 0.332, -0.157], [-0.128, -0.564, 0.037], [0.216, 0.353, 0.340], [0.116, -0.117, -0.538], [-0.743, 0.204, -0.212], [-0.513, -0.646, 0.500], [0.456, 0.066, 0.296], [-0.568, 0.120, -0.450], [0.034, -0.869, -0.892], [-0.212, 0.122, -0.515], [0.497, -0.153, -0.056], [-0.081, 0.698, -1.299], [0.341, 0.529, 0.828], [0.451, -1.015, -0.203]],
  "smiles": "CSCCCN.O",
  "charge": 0,
  "homo_lumo_gap_ev": 9.21,
  "e_lumo_ev": 0.80
}

{
  "formula": "C18H12BrCl2FeN2OS3Te",
  "method": "the ωB97M-V functional and the def2-TZVPD basis",
  "species": ["Fe", "Br", "C", "C", "C", "C", "O", "C", "C", "N", "C", "C", "C", "C", "C", "C", "C", "C", "N", "C", "C", "H", "H", "H", "H", "H", "H", "H", "H", "H", "H", "S", "C", "S", "S", "Cl", "C", "Cl", "H", "H", "Te"],
  "positions_angstrom": [[0.4311, 0.1909, 0.3964], [0.8645, -2.2656, -6.5410], [0.5011, -1.3403, -4.9053], [0.5215, 0.0567, -4.8866], [0.2245, 0.7273, -3.7275], [-0.0808, 0.0540, -2.5083], [-0.3703, 0.7292, -1.4584], [-0.0773, -1.3836, -2.5672], [-0.4798, -2.1696, -1.4214], [-0.6234, -1.6370, -0.2726], [-1.2753, -2.2085, 0.8196], [-1.4295, -3.5699, 1.0995], [-2.1926, -3.9494, 2.1935], [-2.8294, -2.9993, 2.9885], [-2.6951, -1.6203, 2.7319], [-3.3334, -0.5901, 3.4620], [-3.1414, 0.7428, 3.0615], [-2.2801, 1.0308, 2.0272], [-1.5951, 0.0856, 1.3429], [-1.8543, -1.2224, 1.6490], [0.1991, -2.0461, -3.7687], [0.7849, 0.6042, -5.7831], [0.2575, 1.8086, -3.6872], [-0.7396, -3.2208, -1.6016], [-0.9370, -4.3096, 0.4800], [-2.2970, -5.0022, 2.4335], [-3.4391, -3.3137, 3.8296], [-3.9732, -0.8394, 4.3004], [-3.6520, 1.5539, 3.5682], [-2.1062, 2.0545, 1.7099], [0.1689, -3.1300, -3.7891], [2.5727, 3.1370, -1.8923], [2.2841, 2.0610, -0.6609], [2.8545, 0.4232, -1.0822], [1.5266, 2.3355, 0.8470], [0.6400, 0.0740, 3.7931], [0.1209, 1.6727, 4.2856], [-0.3006, 1.7646, 6.0243], [-0.7702, 1.9269, 3.7253], [0.9323, 2.3690, 4.1106], [2.8706, -1.1230, 0.8140]],
  "atomic_forces_ev_per_a": [[-1.133, 0.017, -0.629], [0.015, -0.011, -0.006], [-0.023, 0.024, 0.030], [0.017, -0.003, -0.021], [-0.015, 0.009, 0.016], [-0.120, -0.069, -0.040], [0.389, -0.006, 0.002], [0.146, 0.033, 0.002], [-0.103, 0.011, -0.006], [0.454, -0.224, 0.131], [-0.055, 0.002, 0.054], [-0.024, 0.022, -0.017], [-0.009, -0.008, -0.009], [-0.008, 0.000, 0.015], [0.001, 0.017, -0.001], [0.005, -0.029, -0.001], [-0.002, 0.020, -0.021], [-0.007, 0.006, 0.016], [0.209, 0.046, 0.374], [0.017, -0.034, -0.041], [0.003, -0.008, 0.000], [-0.024, 0.004, -0.004], [0.016, 0.000, 0.002], [-0.124, 0.034, -0.017], [0.005, -0.004, 0.006], [0.003, 0.000, 0.000], [0.002, -0.005, -0.002], [-0.005, 0.000, -0.004], [-0.007, -0.002, -0.006], [0.036, 0.001, 0.023], [0.006, 0.000, 0.001], [-0.092, 0.190, 0.077], [0.411, -0.321, 0.129], [0.217, -0.009, 0.000], [-0.124, 0.055, -0.102], [0.034, -0.088, 0.201], [0.073, 0.059, -0.038], [0.009, -0.003, 0.005], [-0.005, -0.009, 0.002], [-0.002, -0.003, -0.022], [-0.184, 0.286, -0.099]],
  "charge": -2,
  "spin_multiplicity": 6,
  "homo_lumo_gap_ev": [3.91, 5.62],
  "e_lumo_ev": [4.10, 4.10]
}

{
  "formula": "C54H61BF3N5O29",
  "method": "the ωB97M-V functional and the def2-TZVPD basis",
  "species": ["C", "C", "C", "C", "N", "C", "C", "N", "C", "N", "C", "C", "O", "O", "C", "C", "N", "C", "C", "O", "C", "C", "O", "C", "F", "F", "F", "B", "O", "N", "C", "C", "H", "H", "H", "H", "H", "H", "H", "H", "H", "H", "H", "H", "H", "H", "H", "H", "H", "H", "H", "H", "H", "H", "H", "H", "H", "H", "H", "H", "H", "H", "H", "H", "H", "H", "H", "H", "H", "O", "C", "C", "C", "O", "C", "O", "C", "C", "O", "H", "H", "H", "H", "O", "C", "C", "C", "O", "C", "O", "C", "C", "O", "H", "H", "H", "H", "O", "C", "C", "C", "O", "C", "O", "C", "C", "O", "H", "H", "H", "H", "O", "C", "C", "C", "O", "C", "O", "C", "C", "O", "H", "H", "H", "H", "O", "C", "C", "C", "O", "C", "O", "C", "C", "O", "H", "H", "H", "H", "O", "C", "C", "C", "O", "C", "O", "C", "C", "O", "H", "H", "H", "H"],
  "positions_angstrom": [[3.0575, -1.7085, 3.6376], [1.6316, -1.1926, 3.8555], [0.8037, -0.9614, 2.5617], [1.4833, -1.3494, 1.2605], [0.5479, -1.1690, 0.1266], [1.0940, -1.7223, -1.0987], [1.4451, -0.6068, -2.0665], [1.6204, -1.2162, -3.4367], [1.0019, -0.1447, -4.3290], [1.2816, -0.2954, -5.7382], [1.5078, 0.9998, -6.4202], [3.2101, -1.3139, -3.5255], [3.6995, -1.7528, -2.5027], [3.7195, -0.9914, -4.5724], [0.8835, -2.5719, -3.3918], [-0.1090, -2.7101, -4.5771], [-0.7708, -4.0029, -4.6235], [1.8398, -3.7523, -3.4992], [2.5340, -3.8950, -4.8677], [3.8885, -4.2990, -4.7553], [0.1396, -2.5762, -2.0179], [-1.2422, -1.9547, -1.9203], [-2.2828, -2.8588, -2.4251], [-3.4296, -2.2560, -2.7410], [-3.8258, -1.3452, -1.8419], [-4.3829, -3.1779, -2.8531], [-3.3525, -1.6135, -3.9310], [-0.0197, -3.9856, -1.2298], [-0.4556, -5.1289, -1.8658], [0.2869, -4.0834, 0.2094], [-0.9850, -4.0592, 0.9379], [1.0455, -5.3090, 0.4944], [3.0252, -2.6773, 3.1396], [3.6152, -1.0474, 2.9783], [3.5848, -1.8501, 4.5760], [1.1193, -1.9283, 4.4639], [1.6971, -0.2775, 4.4389], [0.4715, 0.0775, 2.5284], [-0.1042, -1.5616, 2.6375], [1.7922, -2.3850, 1.2969], [2.3433, -0.6911, 1.1061], [0.4526, -0.1648, 0.0330], [1.9556, -2.3610, -0.9479], [0.5443, 0.0176, -2.0774], [2.2160, 0.0995, -1.7801], [1.4493, 0.7848, -3.9882], [-0.0667, -0.0967, -4.1356], [0.4250, -0.6412, -6.1518], [2.0088, 0.7833, -7.3603], [2.1394, 1.6504, -5.8289], [0.5568, 1.4796, -6.6601], [-0.8837, -1.9457, -4.5294], [0.4014, -2.4999, -5.5145], [-0.4270, -4.5447, -5.4020], [-1.7661, -3.8908, -4.7150], [2.5843, -3.7367, -2.7058], [1.2769, -4.6687, -3.3475], [1.9963, -4.5785, -5.5210], [2.5418, -2.9213, -5.3701], [4.2560, -3.8010, -4.0160], [-1.5049, -1.7264, -0.8926], [-1.3461, -1.0234, -2.4820], [-1.4061, -5.1477, -2.0051], [-1.8058, -4.5606, 0.4049], [-0.9031, -4.5304, 1.9139], [-1.2967, -3.0215, 1.0625], [0.3995, -6.1879, 0.5478], [1.5012, -5.1954, 1.4813], [1.8642, -5.4502, -0.2057], [3.9254, 2.6060, -4.9461], [4.8935, 3.0194, -4.3351], [5.0163, 4.3879, -3.8676], [6.1215, 4.7702, -3.2156], [6.3076, 6.0008, -2.7572], [7.2571, 3.8186, -2.9484], [8.2300, 4.2624, -2.3625], [7.1264, 2.4506, -3.3932], [6.0178, 2.0552, -4.0477], [5.8544, 0.8195, -4.4671], [4.1946, 5.0646, -4.0640], [7.1888, 5.9945, -2.3340], [7.9406, 1.7727, -3.1810], [4.9842, 0.7404, -4.9078], [1.1106, -1.4890, 6.8517], [0.0880, -1.2992, 7.4839], [-1.2326, -1.2495, 6.8901], [-2.3013, -1.0160, 7.6656], [-3.5355, -0.9503, 7.1885], [-2.1666, -0.8031, 9.1512], [-3.1890, -0.5790, 9.7765], [-0.8526, -0.8745, 9.7502], [0.2138, -1.1083, 8.9731], [1.4490, -1.1883, 9.4420], [-1.3127, -1.4004, 5.8228], [-4.1360, -0.7584, 7.9384], [-0.7742, -0.7337, 10.8190], [2.0204, -1.3599, 8.6681], [-1.1784, 2.4061, 8.3540], [-1.9404, 3.1564, 8.9394], [-3.0257, 2.7112, 9.7832], [-3.8289, 3.6026, 10.3697], [-4.8322, 3.1994, 11.1327], [-3.6547, 5.0835, 10.1851], [-4.4450, 5.8242, 10.7368], [-2.5462, 5.5380, 9.3594], [-1.7377, 4.6409, 8.7739], [-0.7108, 4.9827, 8.0072], [-3.1757, 1.6505, 9.9148], [-5.3162, 3.9921, 11.4297], [-2.4106, 6.6035, 9.2414], [-0.3026, 4.1464, 7.7121], [-5.7433, -0.1091, 8.3969], [-6.8843, -0.0729, 8.8253], [-8.0615, -0.1622, 7.9871], [-9.2784, -0.0996, 8.5467], [-10.4003, -0.1754, 7.8491], [-9.4672, 0.0649, 10.0332], [-10.6087, 0.1294, 10.4488], [-8.2897, 0.1324, 10.8746], [-7.0710, 0.0676, 10.3171], [-5.9498, 0.1212, 11.0135], [-7.9168, -0.2786, 6.9224], [-11.1271, -0.1008, 8.4984], [-8.4353, 0.2344, 11.9404], [-5.2219, 0.0586, 10.3604], [2.2329, 10.9977, -7.0852], [2.1764, 10.0704, -6.3008], [1.6955, 10.1891, -4.9366], [1.6859, 9.1106, -4.1419], [1.2615, 9.1385, -2.8862], [2.1645, 7.7653, -4.6195], [2.1371, 6.8430, -3.8250], [2.6246, 7.6403, -5.9886], [2.6318, 8.7183, -6.7853], [3.0355, 8.6850, -8.0461], [1.3565, 11.1595, -4.6034], [1.3676, 8.2297, -2.5450], [2.9510, 6.6665, -6.3260], [2.9401, 9.5961, -8.3853], [1.3596, -3.4610, -11.7868], [0.7638, -3.8808, -10.8148], [-0.6329, -3.5975, -10.5344], [-1.1992, -4.0942, -9.4272], [-2.4680, -3.8810, -9.1024], [-0.4287, -4.9420, -8.4509], [-1.0204, -5.3336, -7.4580], [0.9568, -5.2447, -8.7377], [1.5265, -4.7515, -9.8485], [2.7839, -4.9845, -10.1795], [-1.1759, -2.9859, -11.2408], [-2.6140, -4.3514, -8.2595], [1.4957, -5.8676, -8.0373], [2.9393, -4.5098, -11.0190]],
  "atomic_forces_ev_per_a": [[-0.384, -0.158, -0.427], [0.363, -0.157, -0.374], [-0.090, -0.264, 0.425], [-0.392, 0.707, 0.053], [0.497, -0.558, 0.480], [0.053, 0.431, -1.285], [-1.094, 0.073, 0.518], [-0.777, 1.370, 0.959], [0.897, -0.058, -1.065], [-0.849, 0.405, 0.143], [0.029, -0.653, -0.140], [1.849, -0.602, -0.533], [-0.384, -0.296, 0.913], [-0.557, 0.858, -0.910], [-1.192, -0.679, -0.066], [-0.393, 0.510, -0.279], [0.407, 0.035, 0.031], [0.311, -0.712, -0.139], [0.471, 1.244, 0.109], [-0.303, -0.559, 0.138], [0.051, -0.430, 1.574], [-0.460, 0.439, -0.726], [0.207, 0.044, 0.194], [-0.120, -0.198, -0.104], [-0.012, 0.050, 0.063], [0.001, -0.023, -0.019], [0.035, 0.078, 0.023], [0.102, -0.400, -0.356], [-0.056, -0.031, 0.543], [0.157, -0.250, -0.463], [-0.184, 0.507, -0.195], [-0.243, 0.248, 0.738], [0.092, -0.116, 0.012], [0.247, 0.106, 0.149], [0.056, 0.153, 0.110], [-0.108, 0.065, 0.189], [-0.182, 0.075, 0.081], [0.028, 0.109, -0.162], [-0.122, 0.037, -0.083], [0.060, -0.116, -0.149], [0.341, -0.268, 0.006], [-0.265, 0.039, -0.176], [0.223, 0.216, 0.467], [-0.119, -0.022, -0.348], [0.611, -0.443, -0.171], [0.103, 0.046, 0.074], [-0.066, -0.161, 0.380], [0.158, -0.346, -0.150], [0.130, 0.117, -0.078], [0.030, 0.026, 0.026], [0.014, 0.310, 0.106], [-0.007, 0.127, 0.226], [0.324, -0.161, 0.062], [-0.176, -0.180, -0.019], [-0.100, -0.085, -0.059], [0.119, 0.187, -0.023], [-0.358, 0.147, 0.131], [0.144, -0.333, 0.056], [-0.197, -0.003, -0.121], [0.197, 0.116, -0.099], [0.261, -0.080, 0.177], [0.116, 0.056, -0.107], [0.045, 0.005, -0.567], [0.037, -0.263, 0.034], [0.183, 0.030, 0.113], [0.005, 0.057, 0.202], [0.113, -0.220, -0.321], [0.052, -0.016, 0.066], [-0.070, -0.099, -0.230], [0.019, -0.158, 0.002], [-0.027, 0.323, 0.095], [-0.184, 0.007, -0.107], [-0.231, 0.113, -0.078], [0.112, -0.032, 0.036], [0.112, -0.390, -0.043], [-0.040, 0.210, 0.055], [0.070, 0.093, 0.055], [0.333, -0.125, 0.111], [-0.057, 0.276, -0.156], [-0.004, 0.006, 0.040], [0.049, -0.017, 0.009], [-0.019, -0.040, -0.026], [-0.081, -0.317, 0.170], [0.232, -0.047, 0.358], [-0.390, 0.019, -0.330], [0.265, -0.057, -0.042], [-0.190, -0.038, -0.406], [0.502, -0.087, 0.278], [0.290, -0.044, 0.056], [-0.140, 0.005, 0.186], [-0.152, 0.006, 0.123], [-0.039, 0.060, 0.256], [0.038, -0.017, -0.128], [-0.033, 0.022, -0.001], [-0.165, 0.100, -0.167], [0.031, 0.007, -0.001], [0.019, 0.002, -0.044], [0.122, 0.131, -0.093], [-0.182, -0.164, 0.168], [0.232, -0.198, -0.184], [0.035, -0.377, -0.097], [-0.352, 0.380, 0.189], [0.214, 0.215, -0.112], [-0.135, -0.100, 0.087], [-0.068, -0.004, 0.043], [-0.073, 0.303, 0.040], [0.027, -0.142, -0.016], [0.026, -0.019, 0.014], [0.090, 0.048, 0.002], [0.018, 0.000, -0.021], [0.013, -0.029, -0.021], [-0.232, 0.098, 0.187], [-0.442, -0.045, -0.245], [0.249, 0.002, -0.077], [0.044, -0.031, -0.267], [-0.013, 0.020, 0.142], [0.233, 0.029, 0.381], [-0.143, -0.028, -0.180], [-0.167, 0.008, 0.001], [0.010, 0.057, 0.230], [0.021, -0.044, -0.323], [-0.029, 0.006, -0.007], [-0.036, 0.010, 0.033], [0.037, 0.005, 0.006], [0.232, -0.078, 0.186], [0.061, -0.061, -0.196], [-0.146, 0.141, 0.331], [0.007, 0.106, -0.094], [-0.070, 0.271, 0.015], [0.032, -0.143, -0.002], [0.145, -0.144, -0.344], [-0.063, 0.026, 0.192], [0.001, -0.114, 0.096], [0.069, -0.274, -0.008], [-0.030, 0.143, -0.002], [0.003, -0.006, 0.027], [0.019, -0.031, 0.020], [0.011, 0.011, -0.026], [0.006, 0.037, -0.012], [0.197, -0.072, -0.018], [-0.358, 0.124, -0.019], [0.071, 0.062, -0.108], [-0.086, 0.138, -0.222], [0.037, -0.060, 0.125], [0.383, -0.165, 0.008], [-0.180, 0.095, -0.012], [-0.075, -0.040, 0.141], [0.060, -0.150, 0.232], [-0.034, 0.080, -0.133], [-0.020, 0.003, 0.015], [-0.006, -0.025, 0.029], [0.036, 0.008, -0.018], [0.022, 0.025, -0.019]],
  "smiles": "CCCCN[C@@H]1C[N@@+](CNC)(C(=O)[O-])[C@@](CN)(CCO)[C@@]1(COC(F)(F)F)B(O)N(C)C.O=C1C=C(O)C(=O)C=C1O.O=C1C=C(O)C(=O)C=C1O.O=C1C=C(O)C(=O)C=C1O.O=C1C=C(O)C(=O)C=C1O.O=C1C=C(O)C(=O)C=C1O.O=C1C=C(O)C(=O)C=C1O",
  "charge": 0,
  "homo_lumo_gap_ev": 7.00,
  "e_lumo_ev": -1.76
}

{
  "formula": "C4H4BrN3",
  "method": "the ωB97M-V functional and the def2-TZVPD basis",
  "species": ["C", "C", "C", "C", "N", "N", "N", "Br", "H", "H", "H", "H"],
  "positions_angstrom": [[0.2917, -1.6919, 1.1005], [0.1108, -1.1474, -0.1255], [0.4056, 0.4162, 1.4321], [0.0137, 1.1501, -0.8539], [0.4675, -0.7056, 2.0390], [0.1959, 2.3121, -1.1229], [0.1834, 0.2311, 0.0542], [-2.2660, -0.4797, -2.7469], [0.3071, -2.7237, 1.3875], [-0.0697, -1.5722, -1.0895], [0.4842, 1.3930, 1.8560], [-0.1242, 2.8179, -1.9307]],
  "atomic_forces_ev_per_a": [[-0.066, 0.090, -0.755], [0.077, -0.857, 0.180], [-0.062, 0.128, 0.230], [-0.593, 1.714, -1.171], [0.145, 0.465, 0.620], [0.017, -1.511, 0.105], [-0.001, -1.021, 0.583], [0.874, 0.587, 0.621], [-0.032, -0.199, -0.094], [-0.154, 0.006, -0.274], [0.051, 0.387, 0.065], [-0.257, 0.211, -0.110]],
  "charge": 0,
  "homo_lumo_gap_ev": [7.27, 5.50],
  "e_lumo_ev": [-1.81, -2.83]
}